This record from OMol25 describes a structure of composition CH6NO2 in a non-equilibrium geometry. The level of theory is wB97M-V/def2-TZVPD.

```
! RIJCOSX wB97M-V def2-TZVPD def2/J DEFGRID3
* xyz 0 2
N -0.515 -0.356 1.476
C -0.710 0.737 0.464
O 0.417 0.928 -0.314
H -0.889 -1.141 0.955
H 0.473 -0.473 1.648
H -1.575 0.509 -0.168
H -0.915 1.638 1.054
H 0.539 0.010 -0.940
H 1.501 -0.832 -1.851
O 0.642 -1.091 -1.427
*
```

Computed properties:
LUMO level (alpha / beta) (hartree): 0.03311 / -0.12180
ΔE to the lowest compared entry with this formula, charge and spin (kJ/mol): 136.9
HOMO (alpha / beta) (eV): -9.929 / -9.838
Orbital gap (alpha / beta) (eV): 10.8 / 6.5
Calculated total energy (eV): -6716.0142



This record from OMol25 describes a cluster of 2 separate species, CH6NO2 in total in a non-equilibrium geometry. The level of theory is wB97M-V/def2-TZVPD.

```
! RIJCOSX wB97M-V def2-TZVPD def2/J DEFGRID3
* xyz 1 1
C 0.297 -0.117 -0.355
N -1.137 -0.022 0.225
O 0.685 1.141 0.152
O 1.023 -1.200 0.028
H -0.028 -0.158 -1.845
H -1.867 -0.768 -0.099
H -1.440 0.912 -0.018
H -0.960 -0.064 1.205
H 1.698 1.304 0.100
H 1.727 -1.028 0.608
*
```

Computed properties:
LUMO level (hartree): -0.13926
ΔE to the lowest compared entry with this formula, charge and spin (kJ/mol): 266.4
HOMO (eV): -16.102
Orbital gap (eV): 12.3
Calculated total energy (eV): -6710.3906



This record from OMol25 describes a cluster of 2 separate species, CH6NOPS in total in a non-equilibrium geometry. The level of theory is wB97M-V/def2-TZVPD.

```
! RIJCOSX wB97M-V def2-TZVPD def2/J DEFGRID3
* xyz 0 1
C 0.168 -1.434 0.900
N -1.699 1.823 0.026
O 0.389 -0.577 -1.578
P 0.712 0.003 -0.097
S 2.577 0.570 0.049
H 0.615 -1.388 1.891
H -0.918 -1.411 0.975
H 0.485 -2.337 0.373
H -1.544 2.202 -0.908
H -1.316 2.516 0.673
H 0.532 0.035 -2.305
*
```

Computed properties:
LUMO level (hartree): -0.07489
ΔE to the lowest compared entry with this formula, charge and spin (kJ/mol): 358.7
HOMO (eV): -8.325
Orbital gap (eV): 6.3
Calculated total energy (eV): -24793.8274



This record from OMol25 describes a structure of composition CH6NOS in a non-equilibrium geometry. The level of theory is wB97M-V/def2-TZVPD.

```
! RIJCOSX wB97M-V def2-TZVPD def2/J DEFGRID3
* xyz 1 1
C -0.459 -0.339 0.388
N 0.350 -1.048 -0.240
O 0.808 1.370 -0.469
S -2.118 0.010 -0.094
H -0.189 -0.007 1.444
H 0.165 -1.273 -1.232
H 0.836 -1.761 0.133
H 1.656 0.509 -0.950
H 1.425 1.656 0.192
H -2.473 0.883 0.829
*
```

Computed properties:
LUMO level (hartree): -0.18501
ΔE to the lowest compared entry with this formula, charge and spin (kJ/mol): 257.7
HOMO (eV): -15.380
Orbital gap (eV): 10.3
Calculated total energy (eV): -15497.2311



This record from OMol25 describes a cluster of 2 separate species, CH6NP in total in a non-equilibrium geometry. The level of theory is wB97M-V/def2-TZVPD.

```
! RIJCOSX wB97M-V def2-TZVPD def2/J DEFGRID3
* xyz 0 1
C -0.901 -0.560 -0.566
N 1.670 -0.032 -0.898
P 0.731 -0.510 0.376
H -1.091 0.429 -1.035
H -1.705 -0.838 0.084
H -0.641 -1.295 -1.269
H 2.575 -0.219 -1.035
H 1.194 0.129 -1.713
H 0.111 1.112 1.156
*
```

Computed properties:
LUMO level (hartree): 0.03512
ΔE to the lowest compared entry with this formula, charge and spin (kJ/mol): 121.8
HOMO (eV): -8.429
Orbital gap (eV): 9.4
Calculated total energy (eV): -11911.5253



This record from OMol25 describes a cluster of 2 separate species, CH6NPS in total in a non-equilibrium geometry. The level of theory is wB97M-V/def2-TZVPD.

```
! RIJCOSX wB97M-V def2-TZVPD def2/J DEFGRID3
* xyz 0 1
C 0.983 -1.539 0.340
N 0.401 2.369 -0.160
P -2.405 0.890 -0.951
S -0.550 1.091 0.047
H 1.850 -1.392 0.956
H 1.167 -1.197 -0.731
H -0.010 -0.837 0.274
H 0.088 3.210 -0.647
H -2.530 0.002 0.151
H 1.005 -2.596 0.720
*
```

Computed properties:
LUMO level (alpha / beta) (hartree): -0.05379 / -0.03854
ΔE to the lowest compared entry with this formula, charge and spin (kJ/mol): 444.3
HOMO (alpha / beta) (eV): -8.908 / -8.791
Orbital gap (alpha / beta) (eV): 7.4 / 7.7
Calculated total energy (eV): -22744.1745



This record from OMol25 describes a cluster of 2 separate species, CH6NS in total in a non-equilibrium geometry. The level of theory is wB97M-V/def2-TZVPD.

```
! RIJCOSX wB97M-V def2-TZVPD def2/J DEFGRID3
* xyz -1 1
S -1.664 -0.340 0.541
H -1.779 -0.267 -0.798
C 1.578 -0.067 -1.007
N 1.534 0.784 0.172
H 2.602 -0.416 -1.155
H 1.341 0.545 -1.889
H 0.816 -0.856 -1.029
H 0.564 1.004 0.385
H 2.022 0.344 0.929
*
```

Computed properties:
LUMO level (hartree): 0.16273
ΔE to the lowest compared entry with this formula, charge and spin (kJ/mol): 10.7
HOMO (eV): -2.619
Orbital gap (eV): 7.0
Calculated total energy (eV): -13460.3968



This record from OMol25 describes a cluster of 2 separate species, CH6NS in total in a non-equilibrium geometry. The level of theory is wB97M-V/def2-TZVPD.

```
! RIJCOSX wB97M-V def2-TZVPD def2/J DEFGRID3
* xyz -1 1
S -0.027 0.775 -1.366
H 0.538 -0.055 -2.091
C -0.115 -1.301 1.056
N 0.038 0.006 1.670
H 0.691 -2.100 0.728
H -0.511 -1.948 1.857
H -0.889 -1.303 0.312
H 0.067 0.743 0.986
H 0.962 0.030 2.037
*
```

Computed properties:
LUMO level (hartree): 0.16722
ΔE to the lowest compared entry with this formula, charge and spin (kJ/mol): 88.0
HOMO (eV): -2.535
Orbital gap (eV): 7.1
Calculated total energy (eV): -13459.5956